Here is a 2-piece molecular cluster, C28H52N8O5PS3 overall from OMol25. Energies are from ωB97M-V/def2-TZVPD.

Each line ends with the Löwdin charge.
Element x y z (Å)
C1 1.316 -1.012 4.034  -0.067
C2 1.978 0.165 3.093  -0.300
N1 3.347 0.365 3.325  0.074
C3 1.257 1.161 2.051  -0.119
C4 0.802 0.693 0.570  -0.224
C5 0.116 2.152 0.105  -0.111
C6 -0.954 2.077 -1.112  -0.187
C7 -1.031 3.435 -2.064  -0.166
C8 -0.799 4.840 -1.260  -0.203
N2 -1.946 5.275 -0.371  -0.192
C9 -1.411 6.009 0.876  -0.066
C10 -2.711 6.497 1.761  -0.053
C11 -3.975 5.920 0.839  -0.081
C12 -3.447 5.156 -0.522  -0.037
C13 -0.380 -0.417 0.991  -0.211
C14 -1.857 0.090 1.449  -0.205
C15 -2.609 -1.067 2.395  -0.395
S1 -3.789 -2.023 1.236  0.860
C16 -5.326 -0.920 0.967  -0.399
N3 -6.775 -1.375 0.717  -0.048
N4 -7.674 -0.326 0.600  0.006
C17 -6.765 0.911 0.750  -0.030
O1 -5.331 0.580 0.967  -0.129
C18 -0.680 -1.179 -0.418  -0.175
C19 0.884 -1.092 -1.010  -0.378
P1 0.493 -1.218 -2.865  0.396
S2 1.949 -2.218 -3.720  0.154
N5 1.771 0.044 -0.451  -0.130
C20 2.920 -0.750 0.108  -0.155
C21 3.867 -1.630 -0.835  -0.190
C22 5.157 -2.148 0.096  -0.205
C23 5.692 -3.644 -0.307  -0.213
S3 4.673 -4.891 0.650  0.795
O2 5.618 -6.048 1.054  -0.338
O3 4.006 -4.331 1.941  -0.382
O4 3.378 -5.367 -0.382  -0.222
C24 2.341 0.897 -1.560  -0.091
C25 3.526 1.947 -1.181  -0.550
N6 3.549 2.534 0.185  0.047
N7 4.950 1.415 -1.452  0.063
N8 3.384 3.130 -2.164  0.041
H1 1.778 -0.872 5.115  0.106
H2 1.723 -2.046 3.599  0.102
H3 0.146 -1.022 4.011  0.066
H4 3.689 -0.314 4.041  0.044
H5 1.847 2.199 2.104  0.133
H6 0.240 1.446 2.623  0.136
H7 0.971 2.915 -0.230  0.099
H8 -0.431 2.698 1.000  0.141
H9 -0.779 1.184 -1.885  0.074
H10 -2.050 1.967 -0.651  0.122
H11 -0.194 3.341 -2.908  0.116
H12 -2.064 3.460 -2.627  0.119
H13 -0.697 5.687 -2.095  0.144
H14 0.181 4.905 -0.625  0.101
H15 -0.281 6.218 1.180  0.111
H16 -2.725 7.106 2.762  0.083
H17 -5.114 6.095 1.135  0.081
H18 -4.023 4.656 -1.411  0.105
H19 -0.078 -1.313 1.679  0.134
H20 -1.864 1.100 2.051  0.126
H21 -2.558 0.179 0.487  0.088
H22 -1.856 -1.854 2.823  0.090
H23 -3.306 -0.567 3.197  0.104
H24 -7.112 2.029 0.723  0.138
H25 -1.497 -0.787 -1.160  0.100
H26 -1.050 -2.271 -0.111  0.144
H27 1.203 -2.210 -0.749  0.144
H28 -0.702 -2.063 -2.999  0.029
H29 0.222 0.055 -3.522  0.007
H30 2.441 -1.492 0.914  0.165
H31 3.628 -0.039 0.755  0.137
H32 3.321 -2.627 -1.175  0.074
H33 4.347 -1.128 -1.772  0.100
H34 4.939 -1.994 1.244  0.123
H35 6.030 -1.375 -0.162  0.127
H36 5.732 -3.816 -1.466  0.139
H37 6.812 -3.716 0.099  0.144
H38 2.740 -4.571 -0.324  0.088
H39 2.835 0.274 -2.455  0.122
H40 1.524 1.529 -2.162  0.129
H41 3.082 3.468 0.245  0.088
H42 4.539 2.586 0.571  0.120
H43 4.936 0.885 -2.370  0.097
H44 5.264 0.793 -0.669  0.065
H45 2.407 3.534 -2.072  0.063
H46 4.034 3.875 -1.770  0.104
C26 -5.344 -3.896 -1.555  -0.035
C27 -4.655 -5.149 -1.085  -0.492
O5 -3.611 -5.099 -0.436  0.017
C28 -5.292 -6.466 -1.438  -0.022
H47 -4.772 -3.022 -1.227  0.035
H48 -5.398 -3.890 -2.647  0.089
H49 -6.347 -3.840 -1.124  0.087
H50 -5.344 -6.574 -2.525  0.088
H51 -6.293 -6.524 -1.002  0.091
H52 -4.686 -7.283 -1.034  0.087

- Energy: -3447.19037 hartree
- Net charge: +1
- Maximum force: 8.72 eV/A
- Frontier orbital gap: 7.62 eV
- Highest occupied orbital energy: -0.3763 Eh

=====

Here is C27H40N3O2P3Pt as an isolated structure from OMol25. Energies are from ωB97M-V/def2-TZVPD.

Each line ends with the Mulliken spin population.
Element x y z (Å)
P1 -3.576 -2.577 0.234  0.660
C1 -4.015 -1.793 1.843  0.075
H1 -4.610 -2.454 2.470  0.030
H2 -4.563 -0.877 1.621  -0.001
H3 -3.072 -1.516 2.343  0.000
C2 -5.118 -3.092 -0.596  0.073
H4 -4.846 -3.537 -1.558  -0.001
H5 -5.705 -2.194 -0.787  -0.004
H6 -5.669 -3.807 0.009  0.033
C3 -2.855 -4.197 0.799  0.068
H7 -3.627 -4.832 1.275  0.034
H8 -2.032 -4.014 1.517  -0.006
H9 -2.417 -4.731 -0.067  -0.007
P2 4.716 -1.774 0.539  0.878
C4 4.227 -0.658 1.925  0.009
H10 5.087 -0.436 2.605  0.047
H11 3.381 -1.172 2.457  0.003
H12 3.779 0.262 1.469  -0.006
C5 5.140 -3.596 0.674  -0.016
H13 5.061 -4.056 -0.358  0.002
H14 4.333 -4.083 1.289  0.006
H15 6.136 -3.814 1.126  0.043
C6 5.486 -1.042 -1.062  0.004
H16 6.605 -0.830 -0.960  0.037
H17 4.926 -0.098 -1.357  -0.003
H18 5.242 -1.777 -1.897  0.001
P3 0.411 2.648 -2.897  0.078
C7 0.171 4.318 -2.213  0.051
H19 -0.226 5.007 -2.996  0.012
H20 1.150 4.705 -1.852  0.002
H21 -0.542 4.259 -1.365  -0.015
C8 1.237 2.745 -4.504  0.018
H22 0.689 3.416 -5.189  0.002
H23 1.312 1.750 -4.971  0.001
H24 2.258 3.138 -4.382  0.003
C9 -1.124 1.691 -3.016  0.022
H25 -1.952 2.327 -3.381  -0.001
H26 -1.383 1.343 -1.999  -0.004
H27 -1.027 0.818 -3.692  -0.011
Pt1 0.911 -2.312 -1.972  0.455
C10 0.124 -1.436 -0.312  0.241
O1 -0.533 -1.042 0.532  -0.036
C11 1.477 1.736 -1.721  0.623
O2 2.000 1.149 -0.837  0.210
C12 1.347 -2.137 -4.067  0.003
C13 0.267 -1.315 -3.385  0.011
C14 -0.894 -2.174 -3.027  0.182
C15 -0.662 -3.507 -2.596  -0.095
C16 0.673 -4.081 -2.709  0.144
C17 1.557 -3.467 -3.701  0.002
H28 2.104 -1.619 -4.645  -0.004
H29 0.195 -0.217 -3.368  0.068
H30 -1.822 -1.733 -2.785  0.021
H31 -1.426 -4.018 -2.057  -0.018
H32 0.905 -4.975 -2.150  0.046
H33 2.485 -3.976 -3.979  0.008
N1 0.355 5.582 7.838  0.001
C18 0.062 4.961 6.885  -0.001
C19 -0.305 4.211 5.717  0.001
C20 0.661 3.901 4.746  0.000
C21 0.296 3.214 3.586  0.000
C22 -1.039 2.834 3.405  -0.002
C23 -2.004 3.089 4.394  0.001
C24 -1.631 3.791 5.545  -0.001
N2 -1.439 2.230 2.191  0.006
C25 -2.686 1.741 1.845  -0.001
C26 -2.629 1.367 0.576  0.029
N3 -1.386 1.597 0.062  -0.001
C27 -0.676 2.104 1.051  0.003
H34 1.698 4.207 4.897  0.000
H35 1.050 2.978 2.833  0.005
H36 -3.038 2.770 4.263  0.000
H37 -2.379 4.018 6.307  0.000
H38 -3.534 1.730 2.578  0.000
H39 -3.442 0.907 -0.046  -0.017
H40 0.371 2.423 1.008  -0.005

- Energy: -2509.12635 hartree
- Net charge: +4
- Maximum force: 14.16 eV/A
- Multiplicity: 5
- Frontier orbital gap (spin up / spin down): 5.63 / 2.77 eV
- Highest occupied orbital energy (spin up / spin down): -0.6140 / -0.6137 Eh

=====

Q: Which of these has the highest net charge?
A: C27H40N3O2P3Pt

=====

Q: Which of these has the lowest net charge?
A: C28H52N8O5PS3